A structure of composition C21H40Br16F5NNbO4S at a distorted geometry, computed with ωB97M-V/def2-TZVPD.

```
89
Properties=species:S:1:pos:R:3:forces:R:3
C -5.2132 -3.4281 0.9835 0.3 0.2 -0.3
C -4.5886 -1.9191 1.0040 -0.4 -0.4 0.4
Nb -3.2728 -1.6004 -0.8303 -1.4 -2.6 1.0
N -2.2018 -1.2467 -2.6646 1.4 -3.9 0.3
C -0.8004 -1.6704 -2.6168 1.6 -1.8 -4.8
O -0.3064 -2.1566 -3.6835 -1.4 1.9 4.8
F 0.0759 -1.5383 -1.5103 -2.7 0.3 -2.2
C -2.8729 -2.0828 -3.7304 -1.9 2.7 -4.8
O -3.4502 -1.5258 -4.7032 2.6 -2.8 4.9
F -2.8884 -3.5074 -3.7239 0.6 3.1 0.9
S -3.2592 0.9474 -0.4787 -1.9 3.6 -3.9
O -4.6601 1.5281 -0.4239 2.6 -1.3 1.2
O -2.5477 1.5861 -1.6821 -0.7 -1.7 3.1
C -2.2836 1.4808 1.0328 0.4 1.0 1.1
F -0.9553 1.8479 0.5741 -3.3 -0.8 2.1
F -2.2257 0.4208 1.9739 0.3 2.9 -2.0
F -2.9781 2.5820 1.6221 2.5 -2.5 -1.0
H -5.8430 -3.6294 1.9364 0.9 0.3 -1.6
H -4.3246 -4.1692 0.9355 -1.8 1.1 0.2
H -5.8432 -3.5684 0.0225 0.9 0.1 1.7
H -3.9251 -1.8803 1.9538 -0.8 0.2 -1.5
H -5.4114 -1.1129 1.1221 1.2 -1.3 -0.2
H -4.8224 -1.3648 -1.7925 0.2 0.7 0.0
H -3.3689 -3.3990 -1.1035 0.2 0.6 0.2
H -1.7794 -1.7776 0.1814 0.5 0.6 0.3
Br 4.1749 1.9504 -5.4821 0.0 0.0 -0.1
C 2.6964 0.7677 -5.9492 -0.1 0.2 0.1
C 2.4239 -0.2302 -4.8512 -0.1 -0.3 -0.1
Br 3.7480 -1.6611 -4.8502 0.0 0.1 0.1
H 2.9498 0.3026 -6.9019 0.0 0.0 0.2
H 1.8385 1.4280 -6.0888 0.1 -0.1 0.1
H 1.4671 -0.7294 -5.0141 0.1 0.1 0.0
H 2.4325 0.2114 -3.8546 0.0 0.0 -0.2
Br -3.7219 -7.9736 0.6044 0.1 0.0 -0.1
C -1.8068 -7.7121 0.3506 0.0 -0.3 0.1
C -1.2733 -6.6423 1.2711 0.2 0.3 -0.1
Br -1.7417 -4.8618 0.6308 0.2 -0.3 0.1
H -1.6530 -7.4889 -0.7053 0.0 0.1 0.2
H -1.3554 -8.6787 0.5828 0.0 0.1 0.0
H -0.1822 -6.6601 1.2889 -0.1 -0.1 0.0
H -1.6501 -6.7234 2.2911 0.0 -0.1 -0.2
Br 1.9262 0.0729 3.4036 -0.1 0.1 -0.1
C 1.7798 1.6108 2.2140 0.0 -0.2 -0.1
C 3.1320 2.2203 1.9390 -0.1 0.2 -0.1
Br 3.7538 3.2769 3.4561 0.0 -0.1 0.1
H 1.0775 2.3044 2.6764 0.2 -0.1 -0.1
H 1.3424 1.2179 1.2948 0.1 0.1 0.1
H 3.0742 2.9245 1.1076 0.0 -0.1 0.1
H 3.9047 1.4802 1.7291 -0.2 0.1 0.1
Br -8.6962 4.3754 -4.0266 -0.1 0.0 0.1
C -7.2626 4.2565 -2.7093 0.1 0.1 -0.2
C -6.5285 2.9428 -2.8133 0.1 -0.1 0.2
Br -7.5595 1.4916 -2.0224 0.0 0.1 -0.1
H -7.7148 4.4219 -1.7314 0.1 -0.1 -0.1
H -6.5950 5.0883 -2.9415 0.0 -0.1 0.0
H -5.5995 2.9748 -2.2403 -0.1 -0.1 0.0
H -6.3066 2.6521 -3.8403 -0.1 0.1 0.1
Br -9.2450 -1.7944 -5.8832 0.0 -0.1 0.0
C -9.6285 -2.4523 -4.0886 -0.2 0.2 0.0
C -8.6901 -1.8507 -3.0714 0.2 -0.2 0.1
Br -6.9314 -2.6862 -3.1502 -0.2 0.1 -0.1
H -9.5788 -3.5405 -4.1312 0.1 0.2 0.0
H -10.6577 -2.1474 -3.8889 0.1 0.0 0.0
H -9.0493 -2.0402 -2.0583 0.0 0.0 -0.1
H -8.5387 -0.7774 -3.2036 -0.1 -0.3 -0.1
Br 8.0828 1.8629 1.3366 0.0 0.1 -0.1
C 8.2354 3.7806 1.6505 0.1 -0.2 0.2
C 6.8809 4.4120 1.8551 0.1 0.2 -0.1
Br 5.9369 4.6251 0.1627 -0.1 -0.1 0.1
H 8.7841 4.1987 0.8061 -0.1 0.0 0.1
H 8.8420 3.8725 2.5531 -0.1 0.0 -0.1
H 6.9846 5.4236 2.2517 0.1 -0.1 0.0
H 6.2304 3.8346 2.5114 0.2 0.1 -0.1
Br 10.2498 6.4735 3.4528 0.1 0.0 0.1
C 12.1065 6.2187 2.9162 -0.1 0.3 -0.1
C 12.2114 5.3073 1.7180 0.2 -0.2 0.0
Br 11.9585 3.4415 2.2232 -0.1 0.1 -0.1
H 12.6420 5.8467 3.7896 -0.1 0.0 -0.2
H 12.4701 7.2184 2.6710 0.0 -0.1 0.0
H 13.2136 5.3517 1.2886 -0.1 0.1 0.1
H 11.4784 5.5288 0.9418 0.1 0.0 0.2
Br 2.9513 -3.0432 8.8365 0.1 -0.1 -0.1
C 3.6137 -2.2965 7.1616 0.0 0.2 0.2
C 2.4796 -1.8352 6.2800 0.0 -0.1 -0.2
Br 1.5957 -3.3437 5.4173 0.0 0.1 0.1
H 4.2380 -3.0601 6.6976 -0.2 0.1 0.0
H 4.2391 -1.4515 7.4558 -0.1 -0.1 -0.1
H 2.8559 -1.2207 5.4620 0.1 -0.1 0.2
H 1.7106 -1.2823 6.8198 0.2 -0.1 0.0
```
Forces are in eV/Å.

Computed properties:
HOMO level   -6.45 eV
Net charge   -1
Orbital gap   6.53 eV
Molar mass   1868.98 g/mol



A structure of composition C21H40Cl3N2O4PmSi at a distorted geometry, computed with ωB97M-V/def2-TZVPD.

```
72
Properties=species:S:1:pos:R:3:forces:R:3
C -1.9610 -2.3778 -4.2725 -0.4 -0.4 -0.3
C -1.5010 -2.6532 -2.8510 2.3 -1.4 0.7
H -2.3288 -3.3774 -4.6108 -0.3 1.0 0.0
H -1.2248 -2.0947 -5.0576 0.1 0.0 1.0
H -2.7250 -1.5865 -4.3191 0.0 -0.8 0.0
C -0.8720 -3.8734 -2.6468 -1.3 2.7 0.2
C -0.4373 -4.8954 -3.6561 0.3 -0.8 0.0
H -0.6685 -4.0851 -1.6110 0.3 -0.2 0.2
H 0.3279 -4.5631 -4.3687 -0.3 0.4 0.0
H -1.1960 -5.4463 -4.2298 -0.3 0.6 0.1
H 0.0604 -5.7035 -3.1210 0.1 0.0 0.2
Pm 1.5275 1.5765 1.9087 0.7 0.2 0.3
Cl -1.4172 1.6058 1.8791 -0.1 0.5 0.0
Cl 2.6332 3.9179 1.0442 0.0 -0.5 -0.1
H 1.5296 5.9923 5.0494 0.0 -0.1 -0.3
H -1.4240 6.5053 4.4537 0.1 -0.2 -0.1
C 1.3922 5.8383 3.9691 0.3 0.5 -0.1
C -1.0246 6.1155 3.5081 -0.5 0.2 0.3
N 0.1018 5.2200 3.7164 0.0 -0.4 -0.4
H 2.1922 5.2393 3.5370 -0.1 0.0 0.1
C 0.0169 3.9204 3.5025 2.1 -0.5 0.3
O 1.0627 3.1811 3.3886 -2.2 1.4 1.6
H -1.8250 5.6192 2.9531 0.2 0.0 0.1
H -0.9470 3.4394 3.4869 -0.5 0.1 -0.4
H 1.3938 6.8165 3.4764 0.1 -0.2 0.1
H -0.6839 6.9885 2.9424 0.0 -0.3 -0.1
H 2.1244 -0.9760 -1.9211 0.3 0.2 0.1
H 2.4484 -3.8841 -0.7584 0.2 0.2 0.1
C 3.0900 -1.0190 -1.4008 0.2 -0.5 0.5
C 3.2883 -3.3038 -0.3503 -0.6 0.4 0.2
N 2.9383 -1.8639 -0.1888 1.1 0.8 0.8
H 3.4460 -0.0283 -1.1013 -0.3 -0.2 -0.2
C 2.9579 -1.3503 1.0639 0.8 1.4 0.7
O 3.3022 -0.1788 1.4985 -1.6 -2.4 -1.6
H 3.5935 -3.7173 0.6189 -0.2 0.1 -0.3
H 2.6239 -2.0839 1.8201 0.5 0.2 -0.2
H 3.8230 -1.5149 -2.0369 0.0 0.2 -0.1
H 4.1368 -3.3676 -1.0441 -0.2 0.0 0.3
O -1.0758 -0.2959 -1.9881 2.1 0.4 0.8
C -1.6884 -1.5852 -1.6772 -1.2 1.5 -0.2
C -0.1578 -2.3639 0.3091 1.0 -0.6 -0.4
C -1.4435 -2.0941 -0.1734 -0.3 0.1 0.3
H 0.6839 -1.9539 -0.2677 -0.5 -0.6 0.1
C 0.1254 -3.1538 1.4546 -0.8 0.3 -0.4
H -2.7015 -1.1635 -1.8262 -0.4 -1.5 0.8
C -2.4473 -2.3070 0.8124 0.2 -0.5 0.1
H 1.1462 -3.4869 1.6586 -0.3 0.2 -0.1
C -0.9163 -3.5501 2.3109 0.3 0.4 -0.5
C -2.1747 -3.0172 2.0263 -0.6 0.2 -0.3
H -3.4681 -1.9430 0.6602 0.3 -0.2 -0.1
H -0.7507 -4.2180 3.1816 -0.1 0.6 -0.7
H -2.9754 -3.1968 2.7745 0.4 0.3 -0.8
Si -0.9308 1.4307 -2.3539 -0.7 0.1 -2.0
Cl 1.0372 0.9722 -0.3718 -0.5 -0.3 -1.7
C 0.3728 2.8614 -2.8286 1.1 -0.6 0.1
C -2.0441 2.6337 -1.3832 -0.7 -0.8 0.2
C -1.4382 0.9183 -4.1775 -0.6 -0.4 0.3
H 1.0211 3.2540 -2.0219 -0.4 -0.4 -0.1
H -0.0790 3.7823 -3.2675 -0.5 -0.9 0.3
H 1.0583 2.5077 -3.6189 -0.1 0.0 0.2
H -0.5152 0.6234 -4.7601 -0.9 0.5 0.5
H -2.1117 1.5967 -4.7744 0.9 -0.5 0.5
H -1.9780 -0.0467 -3.9576 0.5 1.5 -0.7
H -2.7702 2.0831 -0.7813 0.1 0.2 0.3
H -2.6581 3.2701 -2.0360 0.4 -0.3 -0.3
H -1.4687 3.3216 -0.7461 0.0 -0.5 -0.1
C 0.2263 -0.6128 4.2654 0.0 -0.2 -0.5
O 0.2516 -0.3705 2.8267 -0.3 0.3 1.4
H 1.1937 -1.0715 4.5271 -0.4 0.2 0.0
H -0.5873 -1.3441 4.4878 0.6 0.7 0.0
H 0.1065 0.3421 4.8330 -0.1 -0.7 -0.3
H -0.6169 0.1460 2.6126 0.8 -0.7 -0.1
```
Forces are in eV/Å.

Computed properties:
HOMO level (alpha / beta)   -8.31 / -8.32 eV
Net charge   0
Spin multiplicity   5
Orbital gap (alpha / beta)   8.47 / 8.48 eV
Molar mass   664.01 g/mol



An isolated molecule of C21H40ClNO7 at a distorted geometry, computed with ωB97M-V/def2-TZVPD.

```
70
Properties=species:S:1:pos:R:3:forces:R:3
C 1.6136 -3.0212 3.2287 -0.1 0.2 -0.3
C 2.8992 -2.2313 2.9815 0.2 -0.2 0.1
C 3.2254 -1.9825 1.5035 -0.4 0.1 0.1
C 2.9971 -0.5706 0.9788 0.2 -0.3 0.1
O 1.7451 -0.0025 1.3590 -0.4 0.0 0.0
C 1.3296 0.9521 0.4265 0.1 0.1 0.0
C 0.0294 1.6300 0.8391 0.3 0.0 0.0
O -1.0393 0.8542 0.3281 0.1 -0.2 0.1
C -2.3742 1.2275 0.5843 0.3 0.1 0.1
C -3.2203 0.1654 -0.1195 0.0 -0.4 0.2
C -2.7105 -1.2852 0.0014 -0.3 0.0 -0.2
C -2.4359 -1.8892 -1.3868 0.3 -0.3 0.4
C -1.2234 -2.8001 -1.4796 0.0 0.0 0.2
O -1.1213 -3.6154 -0.3322 -0.2 0.0 0.1
C 0.1194 -4.2695 -0.2389 -0.1 -0.2 0.0
C -2.7231 1.3033 2.0903 -0.3 0.1 0.1
C -2.1160 0.2580 2.9670 -1.8 -2.5 1.4
O -2.7309 -0.7233 3.4303 2.1 2.7 -1.6
O -0.8487 0.5921 3.3013 -0.2 -0.3 0.0
N -2.6302 2.5818 0.0245 -0.3 0.2 -1.0
C -3.8656 3.2197 0.4817 -0.2 0.0 0.3
C -2.5660 2.6333 -1.4100 -2.4 0.1 -1.1
C -1.1982 2.6570 -2.0121 -0.3 -0.5 -0.5
O -3.5983 2.7081 -2.1173 2.7 0.1 1.8
O 2.3480 1.9242 0.3128 0.1 0.0 0.4
C 2.4378 2.5358 -0.9530 -0.2 0.0 -0.3
C 3.4294 1.8537 -1.9011 -0.1 0.2 -0.2
C 2.8344 1.4195 -3.2382 0.0 -0.1 -0.1
C 2.1995 0.0392 -3.1991 -0.2 0.1 0.3
Cl 2.2576 -0.7804 -4.7723 0.0 -0.1 -0.3
H 1.1022 -2.6983 4.1273 -0.1 0.0 0.2
H 1.8183 -4.0819 3.3170 0.0 -0.2 0.0
H 0.9274 -2.9047 2.3938 -0.2 0.1 0.0
H 3.7152 -2.8154 3.3981 0.2 0.1 0.2
H 2.8783 -1.2960 3.5327 0.0 0.2 0.0
H 2.6703 -2.6931 0.8935 0.0 -0.1 -0.1
H 4.2803 -2.1873 1.3408 0.2 0.0 -0.2
H 3.0445 -0.5922 -0.1123 0.1 0.0 -0.1
H 3.7984 0.0783 1.3255 0.1 0.2 0.1
H 1.1871 0.4600 -0.5446 0.0 -0.1 -0.2
H 0.0365 2.6344 0.4305 -0.1 0.2 -0.2
H 0.0032 1.7020 1.9179 0.0 0.2 0.0
H -4.2304 0.2454 0.2713 -0.2 0.0 0.0
H -3.2882 0.4093 -1.1734 0.0 0.2 -0.1
H -3.4708 -1.8851 0.4905 0.0 -0.1 0.2
H -1.8291 -1.3587 0.6226 0.2 0.1 0.1
H -2.2647 -1.0852 -2.0966 -0.1 0.0 -0.3
H -3.3021 -2.4663 -1.6949 -0.2 0.1 -0.2
H -1.3228 -3.4427 -2.3568 0.1 0.0 -0.2
H -0.3079 -2.2159 -1.6066 0.2 0.2 0.1
H 0.5536 -4.4582 -1.2203 0.0 -0.1 -0.2
H 0.8275 -3.6858 0.3458 0.1 0.2 0.0
H -0.0278 -5.2262 0.2535 0.0 -0.1 0.1
H -2.4248 2.2728 2.4818 0.1 0.1 0.1
H -3.7947 1.1920 2.2087 -0.1 0.2 -0.1
H -0.2692 -0.1664 3.1924 0.3 -0.5 0.4
H -3.6981 3.7182 1.4309 0.0 0.0 0.2
H -4.7045 2.5348 0.5894 -0.1 -0.1 -0.1
H -4.1663 3.9677 -0.2399 0.0 0.1 -0.1
H -1.3162 2.6816 -3.0892 0.1 0.2 -0.1
H -0.6805 1.7410 -1.7480 0.1 -0.1 0.1
H -0.6241 3.5031 -1.6551 0.0 0.2 0.1
H 2.7236 3.5693 -0.7890 0.1 0.1 0.1
H 1.4571 2.5617 -1.4302 -0.2 0.0 0.0
H 3.8669 1.0002 -1.3908 0.2 -0.1 0.1
H 4.2293 2.5549 -2.1201 0.2 0.0 0.1
H 3.6017 1.4241 -4.0063 0.2 -0.1 0.0
H 2.0844 2.1428 -3.5529 -0.1 0.1 -0.2
H 1.1488 0.0848 -2.9310 -0.1 0.0 0.1
H 2.7040 -0.6026 -2.4845 0.1 -0.1 0.0
```
Forces are in eV/Å.

Computed properties:
HOMO level   -9.55 eV
Net charge   0
Orbital gap   10.20 eV
SMILES string   CCCCO[C@@H](CO[C@@](CCCCOC)(CC(=O)O)N(C)C(C)=O)OCCCCCl
Molar mass   454.00 g/mol